# C31H38BF3O2

3 unconnected molecules or ions with the total composition C31H38BF3O2 (ωB97M-V/def2-TZVPD, the Open Molecules 2025 dataset).

CARTESIAN COORDINATES (ANGSTROEM)
H 0.646 -3.470 -1.005
C -2.951 -5.087 2.860
H -4.316 -2.751 2.661
C 3.729 1.128 2.198
H 1.097 5.052 -0.362
H 0.287 -0.362 -2.063
C -1.562 1.926 1.894
H -1.608 4.450 2.791
C -1.225 3.317 -0.501
C 5.847 1.308 1.054
C -2.781 -1.382 -3.291
H -1.605 2.284 -0.575
H -1.952 -5.531 2.949
H -1.388 1.131 1.165
H -3.971 -1.002 0.871
H -2.084 3.953 -0.237
H -1.859 -3.956 -1.506
C 5.128 0.919 2.190
H 3.259 1.953 -1.051
H -3.748 -1.732 -2.944
H -0.846 3.370 3.997
F 7.776 1.461 2.432
C 5.180 1.551 -0.155
H -1.596 -1.145 1.571
F 8.043 0.859 0.339
H -1.056 0.231 -6.980
H -1.935 -0.347 -0.350
C -0.685 -1.766 1.632
H 5.634 0.552 3.102
H -3.687 -5.900 2.884
H 1.864 -2.388 -0.201
C -0.693 3.902 3.047
H -3.353 -1.328 -5.391
C -3.764 -3.001 1.755
H -3.078 -4.478 3.767
H 3.159 0.917 3.103
C -0.242 -1.993 0.223
C -3.149 -4.257 1.636
C -0.068 3.497 0.478
H -2.509 -5.748 0.155
C -1.244 -0.860 -5.083
C 3.783 1.713 -0.130
H 5.725 1.693 -1.099
B 1.672 2.309 1.190
H 0.131 4.611 3.198
C -0.496 -0.626 -2.785
C -0.392 2.889 1.953
C -2.704 -4.674 0.372
C 0.932 -2.965 -0.046
C -2.548 -1.184 -4.646
H -1.765 1.451 2.853
H 1.029 -3.722 0.713
H -0.422 5.635 0.478
C 0.430 4.942 0.499
H 1.049 5.117 1.392
H 0.041 -1.169 2.227
C -2.419 -3.716 -0.588
C 7.302 1.635 1.172
C -2.742 -2.376 -0.319
O 0.855 2.259 2.296
C -0.229 -0.543 -4.147
H -1.713 -1.406 -7.129
H -1.039 -2.678 2.170
H -0.017 -1.040 -0.261
H 0.044 -1.165 -6.837
C -0.970 -0.799 -6.580
C 3.073 1.675 1.084
F 7.587 2.933 0.852
H 0.774 -0.270 -4.518
C -1.955 -1.323 -0.926
O 1.023 2.681 0.024
H -0.922 3.572 -1.522
H -2.471 2.461 1.594
C -1.739 -1.152 -2.360
C -3.600 -2.045 0.768

Maximum force: 0.0611 Eh/bohr
Energy: -45687.2862 eV
Molar mass: 510.449 u
LUMO energy: 0.167 eV
Orbital gap: 7.07 eV
HOMO level: -6.91 eV


# C31H38N2OsP2

A molecular structure, C31H38N2OsP2 (ωB97M-V/def2-TZVPD, the Open Molecules 2025 dataset).

CARTESIAN COORDINATES (ANGSTROEM)
H 3.886 0.495 -2.487
C 0.184 -2.452 0.720
C -0.572 1.201 3.257
H 0.050 0.352 3.502
C -1.298 3.443 3.805
C 1.012 -3.959 2.429
H 2.624 2.303 -2.708
H 0.917 0.178 1.490
H -1.207 -1.788 3.751
C -5.925 -1.687 2.576
H -6.877 -2.015 2.972
H 1.626 -4.025 0.376
H 0.209 -3.664 4.399
H 0.360 3.502 1.270
C 0.553 -0.740 -3.285
H 1.674 -0.102 1.268
C -4.932 -1.285 3.465
C 3.909 -0.334 -3.239
C 1.226 3.694 0.613
H -2.846 4.258 2.551
C -0.483 2.338 4.062
H -1.006 2.696 -4.364
H 0.187 -2.141 -0.310
C 2.640 2.951 -1.816
C 0.318 0.259 -2.300
C 1.001 -3.525 1.103
H -1.115 2.582 -1.038
H -6.461 -1.988 0.526
C -0.626 -1.792 1.657
H 4.879 -0.290 -3.764
H 2.201 -0.993 -1.287
Os 0.841 0.129 -0.316
C -0.219 1.510 -2.728
C -0.424 0.708 -5.012
P -1.711 -0.347 1.134
H 1.656 -2.459 -3.928
H -2.957 -0.560 3.693
C -5.680 -1.664 1.198
C -0.609 -2.251 2.990
H -3.002 2.255 1.115
C 1.283 -2.036 -2.980
H 0.209 2.360 4.895
N -1.222 0.070 -0.399
H 2.146 3.638 1.220
H 4.711 -3.032 -1.399
C -3.704 -0.874 2.973
H 3.606 2.820 -1.301
C -2.284 2.278 1.925
H -0.293 3.645 -2.228
C -4.432 -1.241 0.693
P 1.273 2.405 -0.705
H 2.516 -2.752 -1.374
H -1.239 4.317 4.439
C 0.204 -3.324 3.370
H -5.116 -1.284 4.546
H 4.919 -1.328 -0.866
H -4.252 -1.248 -0.371
C 4.838 -1.996 -1.760
C 0.169 -0.497 -4.619
H 5.793 -1.935 -2.312
C -2.202 3.411 2.740
C -0.257 2.657 -1.733
C -1.469 1.167 2.174
H -0.720 0.866 -6.055
N 3.736 -1.652 -2.644
H 1.644 -4.787 2.725
H 0.599 -2.774 -2.537
C 2.442 -1.833 -1.988
H 2.522 4.006 -2.120
C -3.433 -0.851 1.581
H 3.115 -0.143 -3.980
H 0.354 -1.277 -5.367
H 1.139 4.707 0.181
C -0.594 1.724 -4.066

Multiplicity: 5
Net charge: +2
Maximum force: 0.0478 Eh/bohr
Energy: -56768.9180 eV
Molar mass: 690.837 u
LUMO energy (spin up / spin down): -5.830 / -9.181 eV
Orbital gap (spin up / spin down): 7.29 / 4.65 eV
HOMO level (spin up / spin down): -13.12 / -13.83 eV


# C31H38N2P2Sn

A molecular structure, C31H38N2P2Sn (ωB97M-V/def2-TZVPD, the Open Molecules 2025 dataset).

CARTESIAN COORDINATES (ANGSTROEM)
C -1.402 -1.312 -4.474
C -0.215 3.347 2.293
H -0.312 -1.241 -4.517
H -3.840 -0.607 -3.034
C -2.832 -0.368 -2.651
C -2.649 -2.775 -2.974
C 0.457 2.110 4.274
C 1.531 2.142 -4.171
H 3.499 -2.642 -0.526
H 4.792 0.202 2.884
C -1.032 1.405 -3.372
H 1.539 -1.925 -4.017
C -1.551 -0.747 3.977
C 1.418 -0.302 2.614
H -0.465 3.334 1.230
H -2.919 -0.413 -1.548
H 3.442 -1.039 0.262
H 0.556 3.537 -5.506
P -0.028 0.593 1.983
C 3.545 -1.554 -0.703
H -4.732 -0.706 1.715
H 1.815 -3.232 -2.835
H -0.436 5.484 2.558
C 0.066 0.787 -2.778
C -0.200 4.534 3.038
C 3.830 -0.312 2.942
H -1.741 2.869 -4.754
H -4.791 -1.828 3.942
H -3.649 -2.599 -2.552
P 2.203 -1.097 -1.824
C 2.585 0.550 -2.540
C 0.114 2.137 2.915
Sn -0.271 -0.608 -1.064
C -1.513 -0.142 2.715
H 4.655 -2.148 3.698
C 1.354 1.161 -3.179
H -2.865 1.732 -2.359
C 0.121 4.503 4.398
H 2.979 1.175 -1.721
C -3.880 -1.333 3.607
C 0.442 3.292 5.017
H -2.770 -1.820 5.402
N -0.096 0.805 0.416
H -1.819 -0.399 -4.893
C -0.849 2.413 -4.328
H 0.394 -2.160 3.051
C 2.185 -2.267 -3.202
H -2.667 0.512 1.005
H 0.124 5.424 4.984
H 0.747 1.171 4.752
C 1.352 -1.637 3.039
H -3.036 1.269 -4.026
H -0.652 -3.681 0.624
C 3.750 -1.633 3.393
H -2.756 -3.213 -3.981
H 3.203 -2.391 -3.583
C -2.464 1.042 -3.112
C -3.853 -0.693 2.364
H -0.519 -3.063 0.174
C 0.425 2.773 -4.744
H 0.691 3.258 6.082
H -0.665 -0.781 4.615
C 2.518 -2.288 3.449
H 2.723 1.381 2.196
H 3.413 0.429 -3.252
C -2.691 -0.045 1.945
C -2.739 -1.338 4.420
H -2.133 -3.499 -2.327
H 4.516 -1.306 -1.146
C 2.665 0.348 2.554
H 2.458 -3.316 3.809
H -1.708 -2.167 -5.083
N -1.916 -1.493 -3.097
H 2.549 2.400 -4.463

Net charge: +2
Maximum force: 0.0684 Eh/bohr
Energy: -60135.9105 eV
Molar mass: 619.318 u
LUMO energy (spin up / spin down): -8.877 / -8.876 eV
Orbital gap (spin up / spin down): 4.97 / 4.97 eV
HOMO level (spin up / spin down): -13.85 / -13.85 eV


# C31H38N6O6PSScSe2Si

A molecular structure, C31H38N6O6PSScSe2Si (ωB97M-V/def2-TZVPD, the Open Molecules 2025 dataset).

CARTESIAN COORDINATES (ANGSTROEM)
H 2.325 2.117 -3.562
C 1.016 0.226 5.793
C -5.164 -0.011 -3.012
N -2.438 -2.325 -0.268
N -0.711 -6.071 -2.930
H 3.642 1.819 1.583
H 4.149 3.076 -2.369
C -1.035 0.960 -1.960
C -2.506 1.891 0.170
H 4.108 -0.157 -0.221
C 3.163 -1.522 5.630
P 0.911 0.822 3.106
Se 1.645 -0.301 1.359
H -1.781 -1.454 -4.535
O -1.783 -6.613 -2.760
H 3.181 4.418 -2.955
H 4.419 3.352 1.208
H -4.229 1.285 -0.937
H 1.240 2.981 -2.755
C -1.558 -4.209 -1.574
H -3.073 -2.072 2.872
C 3.944 2.470 0.765
H -2.197 1.482 -5.258
Si -3.374 0.172 -3.526
N -0.416 1.431 -0.854
O 3.127 -2.743 -2.636
H -2.693 -2.207 -3.230
C -3.147 1.342 -0.941
C -2.441 0.860 -2.032
C -1.355 -0.800 2.968
C -3.102 1.170 3.841
N 4.183 0.662 -0.817
Se 1.290 2.918 3.272
C -3.579 -0.098 3.547
H -0.678 -1.569 2.614
C -1.752 1.460 3.690
H -3.059 2.264 1.019
H -5.259 -0.604 -2.097
H 4.630 0.339 -1.668
C -2.702 -1.084 3.112
C -1.325 -2.978 -0.994
H -3.836 1.079 -5.788
H 1.502 -4.559 -3.024
H -0.569 2.281 1.020
C -1.135 1.899 0.179
H 3.998 -2.206 5.562
O -3.523 -2.871 -0.289
C 3.172 3.549 -2.290
C -2.759 -1.507 -4.064
H -0.019 -1.343 -0.619
H 5.336 2.405 -0.891
H -3.782 1.941 4.183
O 2.275 -0.947 -1.645
S 0.051 0.484 -3.232
H 0.181 0.913 5.860
C 2.580 -1.253 6.858
N 2.717 2.839 0.037
H 5.758 1.367 0.450
H 2.024 3.065 0.755
H -3.580 2.384 -4.622
N 2.161 2.559 -2.664
C -3.236 1.395 -4.931
H 1.049 -0.162 7.896
H -3.478 -1.919 -4.778
H -2.508 -4.711 -1.482
C 2.211 -2.170 -2.086
H -5.660 0.949 -2.853
C 2.672 -0.920 4.478
C 0.706 -4.112 -2.447
H 2.961 -1.727 7.754
C 1.505 -0.376 6.938
C 2.889 3.987 -0.863
H -4.633 -0.321 3.651
C 1.596 -0.047 4.553
C -0.874 0.476 3.252
C -0.509 -4.751 -2.290
H 3.124 -1.138 3.520
O -2.201 -1.275 0.293
C 4.915 1.738 -0.140
H 3.691 4.645 -0.511
O 0.204 -6.521 -3.584
C -0.128 -2.299 -1.109
H -5.712 -0.532 -3.800
C 0.893 -2.870 -1.854
Sc 1.758 0.858 -1.100
H 1.969 4.578 -0.844
H -1.372 2.451 3.906

Maximum force: 0.0138 Eh/bohr
Energy: -233388.0965 eV
Molar mass: 884.684 u
LUMO energy: -0.644 eV
Orbital gap: 7.27 eV
HOMO level: -7.91 eV


# C31H39B2NO13S2

4 unconnected molecules or ions with the total composition C31H39B2NO13S2 (ωB97M-V/def2-TZVPD, the Open Molecules 2025 dataset).

CARTESIAN COORDINATES (ANGSTROEM)
O -0.842 0.389 -2.793
H 4.636 -0.885 -1.588
H 2.220 -4.514 1.062
C -1.897 4.552 -4.366
H 1.366 4.816 -6.557
H -0.455 -2.092 -0.747
O -2.693 6.397 -5.589
C -2.393 4.823 2.180
H -1.826 6.485 0.996
H 0.640 -7.119 -1.761
C -3.381 5.380 4.442
C -3.234 6.679 4.187
H -2.099 4.056 1.473
C 3.833 1.520 0.372
H 4.238 -2.932 -0.711
C 1.064 -7.916 -1.164
C 0.446 4.792 -5.986
O -0.108 -7.142 0.722
C 1.908 -8.813 -1.673
O 1.243 2.949 -4.763
C -0.543 5.660 -6.193
C 2.131 -2.703 -0.231
C 0.339 3.738 -4.952
H 0.708 -2.624 1.486
H 2.493 -10.738 1.182
H 4.011 -2.233 0.923
H 0.918 -9.062 2.132
H 1.995 1.469 1.597
B -0.734 0.163 2.062
H 1.681 1.206 -0.185
O -0.887 0.936 -0.221
C 2.089 -4.264 -0.018
H -3.950 1.136 3.633
C 4.401 0.249 0.268
H -1.892 1.622 2.826
C 1.225 -9.043 1.094
C 0.659 -7.962 0.258
C 3.861 -0.772 -0.789
C -2.247 6.122 1.925
H 1.773 -1.116 1.214
O -2.563 -0.717 -1.203
H 2.886 -0.454 -1.233
O -3.102 3.169 3.691
H -2.816 4.528 -3.795
H -4.856 -1.386 3.198
H -4.413 0.459 -0.216
C -2.971 4.354 3.459
C -0.909 3.683 -4.158
H 0.610 -0.688 -0.991
O -2.574 1.862 -1.971
H 1.203 -4.763 -0.481
S -1.744 0.683 -1.644
H -3.200 1.399 0.690
B -4.475 0.131 1.983
H 0.634 -0.578 3.246
O 3.240 -10.714 -1.301
H -3.802 5.017 5.371
O -0.327 -0.667 3.146
H 4.223 3.514 -0.395
H -0.481 6.438 -6.944
C 2.069 -9.941 0.585
H 2.988 -4.695 -0.545
S -2.805 -2.464 0.698
C -1.790 5.606 -5.399
C -2.537 -0.694 0.287
O -4.588 1.226 2.915
H -0.281 1.980 2.989
H 2.215 -8.794 -2.711
H 5.267 0.009 0.936
C 1.131 -1.912 0.734
C -2.657 7.150 2.908
H 5.764 2.542 -0.110
H -3.528 7.444 4.895
C 4.751 2.799 0.280
H 4.821 3.295 1.288
O -5.149 -1.062 2.337
C 3.613 -2.200 -0.121
H -4.138 -2.658 0.372
C -1.006 -0.333 0.541
H 2.110 2.875 0.463
C 2.473 -9.895 -0.837
H 1.801 -2.518 -1.292
C -3.655 0.371 0.612
C 2.298 1.779 0.560
H -0.972 2.907 -3.407
N -0.983 1.620 2.341
C 0.049 -1.249 -0.196
O -2.525 8.333 2.675

Maximum force: 0.0813 Eh/bohr
Energy: -83905.9904 eV
Molar mass: 719.405 u
LUMO energy: -1.699 eV
Orbital gap: 6.10 eV
HOMO level: -7.80 eV


# C31H39BBr2F2N7O2SSiZr

A molecular structure, C31H39BBr2F2N7O2SSiZr (ωB97M-V/def2-TZVPD, the Open Molecules 2025 dataset).

CARTESIAN COORDINATES (ANGSTROEM)
N -1.156 -1.223 1.393
C 5.698 1.572 -1.886
H -3.653 -0.608 -4.652
N 1.139 -3.079 -2.801
H -1.176 -3.121 0.534
B 1.764 0.209 1.832
H 1.663 4.901 3.934
C 0.482 3.190 1.263
N 3.370 -1.088 -0.754
H -1.155 -2.656 4.470
C 4.201 -2.069 -0.469
H -3.145 -0.425 1.497
F 1.854 0.747 3.024
C -0.611 2.537 1.850
C -1.898 -2.336 0.731
H -0.960 -3.822 3.177
C -5.644 2.483 -0.252
H 3.425 -4.031 -0.790
C 4.800 2.554 -2.169
H -4.974 5.320 1.478
O 0.733 -2.422 -0.664
H -0.261 3.769 5.003
H -0.764 1.671 -1.424
C -1.688 -0.604 -4.211
C -0.868 2.767 3.205
N 0.683 -4.608 -1.137
Br 7.535 1.925 -2.146
C -3.608 3.683 1.214
C 5.598 -1.938 -0.645
H -3.110 -3.983 1.344
C 6.128 -0.777 -1.110
C -4.429 1.834 -0.081
H 0.431 -2.287 2.274
C 0.842 -3.337 -1.536
H 4.384 -3.871 0.680
C 3.895 0.091 -1.211
N -0.546 0.031 -4.587
C -2.127 -0.111 1.744
N 0.657 -0.190 -3.920
C -5.841 3.739 0.314
Zr 0.714 -0.375 -0.102
O 1.650 0.865 -1.338
H 0.739 0.417 -3.118
C -1.035 0.864 -0.739
H -3.218 -1.794 3.426
C 2.962 1.115 -1.502
H 2.745 -3.198 0.618
H -4.282 0.853 -0.535
H -3.337 -3.522 3.635
H 5.133 3.514 -2.540
H -6.789 4.249 0.182
H -4.003 -2.480 1.295
C 3.654 -3.367 0.047
H 7.196 -0.670 -1.247
H 0.696 3.038 0.208
H 1.417 -0.007 -4.559
H 0.616 -5.362 -1.798
Br 2.176 3.657 -2.431
C -2.810 -2.743 3.085
H -2.266 -1.982 -0.230
H -0.185 -0.954 3.237
S -1.779 -1.841 -3.082
C 5.272 0.307 -1.409
H -1.773 0.219 -1.231
H -6.435 2.016 -0.828
Si -1.778 1.508 0.823
C -0.050 3.604 3.954
H -0.644 0.921 -5.048
H -2.819 4.163 1.784
F 2.424 -1.014 1.821
N -2.786 -0.136 -4.827
C 3.427 2.313 -1.981
H 0.437 -4.793 -0.183
H -2.744 0.528 -5.582
H 1.094 -3.828 -3.469
H 0.910 -2.152 -3.146
H -1.719 2.290 3.687
C -4.824 4.338 1.044
C -0.478 -1.788 2.606
H -2.118 0.061 2.823
C -3.394 2.418 0.660
C 1.296 4.035 2.005
C -3.046 -2.918 1.579
C -1.317 -2.813 3.404
H 6.239 -2.775 -0.394
C 1.032 4.240 3.352
H 2.131 4.544 1.533

Net charge: +1
Maximum force: 0.0375 Eh/bohr
Energy: -213497.1951 eV
Molar mass: 901.693 u
LUMO energy: -2.724 eV
Orbital gap: 7.93 eV
HOMO level: -10.65 eV


Question: Which value of maximum force does entry 6 give?
Answer: 0.0375 Eh/bohr